# 1
Entry from the OMol25 dataset: a single C5H5ClOS molecule in a non-equilibrium geometry (the ωB97M-V functional and the def2-TZVPD basis).

Geometry (Å):
C (1.272, 0.723, -0.111)
C (2.685, 0.284, -0.138)
C (0.168, -0.078, -0.197)
C (-1.277, 0.174, -0.279)
C (-2.197, -0.683, 0.578)
H (3.379, 1.092, -0.265)
H (0.382, -1.150, -0.096)
H (-1.706, 1.136, -0.646)
H (-1.703, -1.408, 1.253)
H (-3.157, -0.306, 0.890)
O (-2.048, -0.955, -0.810)
S (3.264, -1.266, -0.090)
Cl (0.938, 2.435, -0.088)

## Properties
Electronic energy: -1127.04685 Eh
Highest occupied orbital energy: -9.1747 eV
Energy above the lowest of the compared OMol25 structures with the same formula, charge and spin: 195.70 kJ/mol
Gap between HOMO and LUMO: 7.837 eV
Structure (SMILES): S=C/C(Cl)=C/[C@@H]1CO1

# 2
Entry from the OMol25 dataset: 4 unconnected molecules or ions with the total composition H10NO3 in a non-equilibrium geometry (the ωB97M-V functional and the def2-TZVPD basis).

Geometry (Å):
N (-0.040, 0.472, -0.080)
H (0.805, 0.323, -0.612)
H (-0.754, 0.801, -0.814)
H (-0.023, 1.467, 0.472)
H (-0.490, -0.357, 0.373)
H (2.496, -1.331, -1.694)
H (1.060, -1.409, -2.389)
O (1.620, -0.868, -1.820)
H (-0.259, -2.827, 0.870)
H (-1.043, -2.795, -0.438)
O (-0.497, -2.217, 0.129)
H (-1.258, 3.444, 1.311)
H (-0.999, 2.664, 2.722)
O (-1.030, 2.675, 1.786)

## Properties
Electronic energy: -286.22808 Eh
Highest occupied orbital energy: -15.6803 eV
Energy above the lowest of the compared OMol25 structures with the same formula, charge and spin: 97.98 kJ/mol
Total charge: +1
Gap between HOMO and LUMO: 12.435 eV

# 3
Entry from the OMol25 dataset: a single C9H8FNO2 molecule in a non-equilibrium geometry (the ωB97M-V functional and the def2-TZVPD basis).

Geometry (Å):
C (2.176, 1.579, 0.832)
C (1.314, 2.379, 0.084)
C (1.783, 0.174, 0.957)
C (0.116, 1.941, -0.519)
C (0.656, -0.254, 0.350)
C (-0.139, 0.588, -0.443)
C (0.144, -1.690, 0.527)
C (-1.236, -1.638, 0.894)
C (-1.403, 0.027, -0.909)
N (-1.545, -1.037, -1.806)
O (-0.570, -1.726, -2.004)
O (-2.652, -1.295, -2.141)
F (-2.488, 0.720, -0.755)
H (2.936, 1.951, 1.407)
H (1.509, 3.523, 0.072)
H (2.322, -0.530, 1.671)
H (-0.431, 2.617, -1.236)
H (0.294, -2.141, -0.391)
H (0.704, -2.042, 1.346)
H (-1.938, -2.322, 0.505)
H (-1.552, -0.823, 1.560)

## Properties
Electronic energy: -652.61718 Eh
Highest occupied orbital energy (alpha / beta): -8.5964 / -8.5412 eV
Energy above the lowest of the compared OMol25 structures with the same formula, charge and spin: 658.09 kJ/mol
Gap between HOMO and LUMO (alpha / beta): 8.082 / 7.203 eV

# 4
Entry from the OMol25 dataset: a single C7H10 molecule (the ωB97M-V functional and the def2-TZVPD basis).

Geometry (Å):
C (-1.453, 1.343, -0.128)
C (1.403, 1.004, 0.370)
C (1.018, -0.146, 1.288)
C (0.714, -1.077, 0.090)
C (1.517, -0.039, -0.732)
C (-0.732, -1.140, -0.324)
C (-1.601, -0.130, -0.428)
H (-1.288, 1.915, -1.050)
H (-2.385, 1.708, 0.319)
H (-0.634, 1.617, 0.549)
H (0.256, 0.026, 2.056)
H (1.950, -0.428, 1.798)
H (1.141, -2.084, 0.148)
H (1.177, 0.225, -1.741)
H (2.591, -0.272, -0.793)
H (-1.088, -2.129, -0.613)
H (-2.586, -0.394, -0.809)

## Properties
Electronic energy: -272.53381 Eh
Highest occupied orbital energy: -8.3320 eV
Energy above the lowest of the compared OMol25 structures with the same formula, charge and spin: 483.60 kJ/mol
Gap between HOMO and LUMO: 8.453 eV

# 5
Entry from the OMol25 dataset: a single C8H12O2 molecule in a non-equilibrium geometry (the ωB97M-V functional and the def2-TZVPD basis).

Geometry (Å):
C (2.241, 0.522, -0.084)
C (1.078, 0.229, 0.051)
C (-1.285, 0.951, -0.242)
C (3.596, 0.947, -0.186)
C (-2.803, 0.770, -0.083)
C (-0.389, -0.407, 1.888)
C (-0.522, -1.713, -1.448)
C (-0.378, -0.188, 0.387)
O (-0.807, 1.852, -0.786)
O (-0.819, -1.438, -0.126)
H (4.106, 0.301, 0.494)
H (3.752, 2.063, -0.267)
H (3.986, 0.651, -1.093)
H (-3.105, -0.191, 0.012)
H (-3.407, 1.330, -0.906)
H (-2.957, 1.276, 0.919)
H (-1.191, -1.077, 2.242)
H (0.505, -0.843, 2.235)
H (-0.393, 0.622, 2.531)
H (-0.582, -2.919, -1.526)
H (0.558, -1.506, -1.784)
H (-1.186, -1.233, -2.225)

## Properties
Electronic energy: -462.36843 Eh
Highest occupied orbital energy: -9.3136 eV
Energy above the lowest of the compared OMol25 structures with the same formula, charge and spin: 362.02 kJ/mol
Gap between HOMO and LUMO: 10.181 eV
Structure (SMILES): CC#C[C@](C)(OC)C(C)=O

# 6
Entry from the OMol25 dataset: a molecular structure, C25H16N6O6PdS2 in a non-equilibrium geometry (the ωB97M-V functional and the def2-TZVPD basis).

Geometry (Å):
Pd (1.392, -0.847, -0.178)
O (4.171, -0.195, 2.210)
S (3.159, -0.341, 1.243)
O (2.938, 0.792, 0.305)
O (1.751, -0.553, 1.812)
O (3.179, -1.547, 0.342)
S (-3.668, -1.477, -5.489)
N (-2.056, -1.431, -5.596)
C (-1.544, -1.213, -4.402)
C (-0.156, -1.221, -4.039)
C (0.931, -1.436, -4.892)
C (2.204, -1.479, -4.350)
C (2.385, -1.338, -2.973)
N (1.354, -1.123, -2.159)
C (0.112, -1.030, -2.673)
C (-0.908, -0.682, -1.708)
N (-0.391, -0.211, -0.586)
C (-2.069, -0.687, 1.170)
C (-3.227, -1.099, 0.301)
C (-3.316, -1.079, -1.043)
C (-2.281, -0.873, -2.013)
C (-2.566, -1.090, -3.387)
N (-3.783, -1.232, -3.916)
H (0.764, -1.554, -5.952)
H (3.061, -1.631, -4.988)
H (3.369, -1.396, -2.515)
H (-2.482, -0.208, 2.066)
H (-4.095, -1.448, 0.844)
H (-4.265, -1.353, -1.488)
O (2.097, 6.757, 3.162)
C (2.008, 6.040, 2.072)
O (2.483, 6.343, 1.015)
C (1.292, 4.705, 2.072)
C (1.970, 3.549, 2.490)
C (1.405, 2.318, 2.312)
C (0.171, 2.146, 1.605)
C (-0.521, 3.348, 1.226)
C (0.048, 4.573, 1.440)
N (-0.237, 0.937, 1.354)
C (-1.177, 0.374, 0.465)
C (-1.305, -1.920, 1.634)
C (-1.766, -2.599, 2.763)
C (-1.082, -3.718, 3.205)
C (0.024, -4.158, 2.493)
C (0.410, -3.447, 1.367)
N (-0.250, -2.366, 0.957)
H (1.639, 6.428, 3.949)
H (2.940, 3.638, 2.954)
H (1.895, 1.412, 2.643)
H (-1.492, 3.273, 0.763)
H (-0.472, 5.465, 1.116)
H (-1.859, 1.133, 0.029)
H (-2.643, -2.247, 3.285)
H (-1.401, -4.233, 4.101)
H (0.586, -5.019, 2.813)
H (1.271, -3.748, 0.772)

## Properties
Electronic energy: -2665.75838 Eh
Highest occupied orbital energy (alpha / beta): -13.3230 / -13.3210 eV
Energy above the lowest of the compared OMol25 structures with the same formula, charge and spin: 835.54 kJ/mol
Total charge: +2
Gap between HOMO and LUMO (alpha / beta): 3.550 / 3.547 eV

# 7
Entry from the OMol25 dataset: 11 unconnected molecules or ions with the total composition H22O11 in a non-equilibrium geometry (the ωB97M-V functional and the def2-TZVPD basis).

Geometry (Å):
H (0.740, 0.166, -0.976)
H (-0.004, 0.832, 0.169)
H (-0.752, 2.072, -2.001)
H (-0.005, 0.817, -2.421)
H (2.925, 0.094, 0.017)
H (3.032, -0.559, -1.352)
H (-2.829, 0.708, 2.620)
H (-2.781, 0.171, 1.199)
H (5.178, -0.188, -3.978)
H (4.696, 0.350, -2.641)
H (-2.607, 3.489, -1.139)
H (-4.126, 3.437, -1.167)
H (-2.073, -2.958, 1.568)
H (-2.727, -4.217, 2.113)
H (2.843, -3.228, -1.317)
H (3.791, -4.203, -0.638)
H (-0.859, -0.711, 2.593)
H (-0.896, 0.231, 3.785)
H (0.125, 2.037, 2.396)
H (1.236, 2.143, 3.428)
H (-2.364, 0.322, -0.906)
H (-2.217, -1.028, -0.224)
O (-0.129, 0.220, -0.564)
O (-0.085, 1.756, -2.621)
O (2.814, 0.276, -0.923)
O (-2.223, 0.547, 1.889)
O (5.467, -0.036, -3.071)
O (-3.373, 3.894, -1.560)
O (-2.452, -3.799, 1.289)
O (2.889, -4.125, -0.967)
O (-1.370, -0.506, 3.384)
O (1.015, 2.386, 2.522)
O (-2.880, -0.387, -0.505)

## Properties
Electronic energy: -840.73356 Eh
Highest occupied orbital energy: -9.7114 eV
Energy above the lowest of the compared OMol25 structures with the same formula, charge and spin: 384.83 kJ/mol
Gap between HOMO and LUMO: 9.260 eV
Structure (SMILES): O.O.O.O.O.O.O.O.O.O.O

Copy entry 6 word for word.
Entry from the OMol25 dataset: a molecular structure, C25H16N6O6PdS2 in a non-equilibrium geometry (the ωB97M-V functional and the def2-TZVPD basis).

Geometry (Å):
Pd (1.392, -0.847, -0.178)
O (4.171, -0.195, 2.210)
S (3.159, -0.341, 1.243)
O (2.938, 0.792, 0.305)
O (1.751, -0.553, 1.812)
O (3.179, -1.547, 0.342)
S (-3.668, -1.477, -5.489)
N (-2.056, -1.431, -5.596)
C (-1.544, -1.213, -4.402)
C (-0.156, -1.221, -4.039)
C (0.931, -1.436, -4.892)
C (2.204, -1.479, -4.350)
C (2.385, -1.338, -2.973)
N (1.354, -1.123, -2.159)
C (0.112, -1.030, -2.673)
C (-0.908, -0.682, -1.708)
N (-0.391, -0.211, -0.586)
C (-2.069, -0.687, 1.170)
C (-3.227, -1.099, 0.301)
C (-3.316, -1.079, -1.043)
C (-2.281, -0.873, -2.013)
C (-2.566, -1.090, -3.387)
N (-3.783, -1.232, -3.916)
H (0.764, -1.554, -5.952)
H (3.061, -1.631, -4.988)
H (3.369, -1.396, -2.515)
H (-2.482, -0.208, 2.066)
H (-4.095, -1.448, 0.844)
H (-4.265, -1.353, -1.488)
O (2.097, 6.757, 3.162)
C (2.008, 6.040, 2.072)
O (2.483, 6.343, 1.015)
C (1.292, 4.705, 2.072)
C (1.970, 3.549, 2.490)
C (1.405, 2.318, 2.312)
C (0.171, 2.146, 1.605)
C (-0.521, 3.348, 1.226)
C (0.048, 4.573, 1.440)
N (-0.237, 0.937, 1.354)
C (-1.177, 0.374, 0.465)
C (-1.305, -1.920, 1.634)
C (-1.766, -2.599, 2.763)
C (-1.082, -3.718, 3.205)
C (0.024, -4.158, 2.493)
C (0.410, -3.447, 1.367)
N (-0.250, -2.366, 0.957)
H (1.639, 6.428, 3.949)
H (2.940, 3.638, 2.954)
H (1.895, 1.412, 2.643)
H (-1.492, 3.273, 0.763)
H (-0.472, 5.465, 1.116)
H (-1.859, 1.133, 0.029)
H (-2.643, -2.247, 3.285)
H (-1.401, -4.233, 4.101)
H (0.586, -5.019, 2.813)
H (1.271, -3.748, 0.772)

## Properties
Electronic energy: -2665.75838 Eh
Highest occupied orbital energy (alpha / beta): -13.3230 / -13.3210 eV
Energy above the lowest of the compared OMol25 structures with the same formula, charge and spin: 835.54 kJ/mol
Total charge: +2
Gap between HOMO and LUMO (alpha / beta): 3.550 / 3.547 eV

Question: Which value of electronic energy does entry 6 give?
Answer: -2665.75838 Eh